[1]
Below is an isolated molecule of C5H7N, with properties calculated with the ωB97M-V functional and the def2-TZVPD basis.

For the largest force on an atom, the calculation gives 0.26 eV Å⁻¹. The calculation puts the highest occupied orbital energy at -7.986 eV. The orbital gap is 0.3323 Eh. The calculation puts the energy above the lowest of the compared OMol25 structures with the same formula, charge and spin at 0.028 eV. Its SMILES is Cc1ccc[nH]1.

Last columns: bonded neighbours and bond lengths (Å).
Positions of all 13 atoms, in Å:
1 C -1.7671 0.5119 -0.5789  C2 1.494, H7 1.097, H8 1.096, H9 1.093
2 C -0.4298 0.0078 -0.1445  C1 1.494, C3 1.373, N6 1.372
3 C -0.0789 -0.9265 0.7984  C2 1.373, C4 1.425, H10 1.082
4 C 1.3384 -0.8878 0.9383  C3 1.425, C5 1.368, H11 1.079
5 C 1.8112 0.0442 0.0552  C4 1.368, N6 1.372, H12 1.081
6 N 0.7317 0.5792 -0.6003  C2 1.372, C5 1.372, H13 1.005
7 H -1.9567 1.5087 -0.1615  C1 1.097
8 H -1.8589 0.5834 -1.6687  C1 1.096
9 H -2.5582 -0.1502 -0.2181  C1 1.093
10 H -0.7731 -1.5671 1.3270  C3 1.082
11 H 1.9457 -1.4150 1.6578  C4 1.079
12 H 2.8218 0.3594 -0.1636  C5 1.081
13 H 0.7739 1.3518 -1.2410  N6 1.005

---

[2]
Below is an isolated molecule of C5H7N, with properties calculated with the ωB97M-V functional and the def2-TZVPD basis.

For the largest force on an atom, the calculation gives 0.86 eV Å⁻¹. The calculation puts the highest occupied orbital energy at -9.068 eV. The orbital gap is 0.3761 Eh. The calculation puts the energy above the lowest of the compared OMol25 structures with the same formula, charge and spin at 2.016 eV. Its SMILES is C1=C[C@H]2N[C@H]2C1.

Last columns: bonded neighbours and bond lengths (Å).
Positions of all 13 atoms, in Å:
1 C 1.1454 -0.0962 -0.6952  C2 1.334, C6 1.512, H7 1.086
2 C 0.5616 1.0869 -0.4954  C1 1.334, C3 1.497, H8 1.085
3 C -0.4998 1.0016 0.5573  C2 1.497, N4 1.460, C5 1.487, H9 1.090
4 N -1.6548 0.3582 -0.0619  C3 1.460, C5 1.474, H10 1.020
5 C -0.7141 -0.4601 0.7235  C3 1.487, N4 1.474, C6 1.530, H11 1.085
6 C 0.5343 -1.1619 0.1857  C1 1.512, C5 1.530, H12 1.102, H13 1.096
7 H 1.8084 -0.3285 -1.5230  C1 1.086
8 H 0.5069 1.8751 -1.2397  C2 1.085
9 H -0.6396 1.7582 1.3288  C3 1.090
10 H -1.4677 0.3697 -1.0645  N4 1.020
11 H -1.2168 -0.9170 1.5695  C5 1.085
12 H 1.1572 -1.4421 1.0503  C6 1.102
13 H 0.3513 -2.0812 -0.3823  C6 1.096

---

[3]
Below is an isolated molecule of C5H7N in a non-equilibrium geometry, with properties calculated with the ωB97M-V functional and the def2-TZVPD basis.

For the largest force on an atom, the calculation gives 1.02 eV Å⁻¹. The calculation puts the highest occupied orbital energy at -10.230 eV. The orbital gap is 0.4091 Eh. The calculation puts the energy above the lowest of the compared OMol25 structures with the same formula, charge and spin at 1.466 eV. Its SMILES is CC1(C#N)CC1.

Last columns: bonded neighbours and bond lengths (Å).
Positions of all 13 atoms, in Å:
1 C -1.3668 -0.6198 0.3092  C2 1.530, H7 1.095, H8 1.094, H9 1.101
2 C -0.1745 0.1741 -0.2294  C1 1.530, C3 1.472, C5 1.533, C6 1.529
3 C -0.5195 1.4895 -0.7935  C2 1.472, N4 1.157
4 N -0.6490 2.6379 -0.8493  C3 1.157
5 C 1.1475 0.3609 0.5248  C2 1.533, C6 1.488, H10 1.088, H11 1.087
6 C 1.0639 -0.6624 -0.5527  C2 1.529, C5 1.488, H12 1.093, H13 1.091
7 H -1.0695 -1.2192 1.1756  C1 1.095
8 H -2.1999 0.0258 0.6013  C1 1.094
9 H -1.7740 -1.3298 -0.4280  C1 1.101
10 H 1.1428 0.1364 1.5896  C5 1.088
11 H 1.6905 1.2540 0.2275  C5 1.087
12 H 0.9945 -1.6920 -0.1932  C6 1.093
13 H 1.6144 -0.5451 -1.4877  C6 1.091